Density functional theory data (wB97M-V/def2-TZVPD) for a structure of composition C24H60CrCsN4O12PS2.

```
! wB97M-V def2-TZVPD RIJCOSX def2/J DEFGRID3
* xyz -3 4
H -3.47 2.21 1.47
H -4.49 0.56 -2.12
H -2.84 0.22 -7.26
N 4.50 -1.93 1.03
H -2.79 0.50 -2.57
S -0.21 -0.63 -0.94
H 2.75 -3.11 1.26
H 7.04 -0.79 0.75
C -3.50 1.39 0.74
N 2.87 3.93 1.24
C 1.78 3.85 2.22
H 4.81 0.10 1.59
H 1.00 4.56 1.94
O -0.05 -5.82 -3.45
H -3.92 1.55 -6.87
H 4.03 5.34 0.25
O -2.88 -5.46 1.10
O -0.22 0.14 -2.18
H 4.55 4.00 2.52
C -3.72 -2.60 2.82
H -4.37 2.72 -4.97
H -2.63 -0.41 -4.91
H -3.63 -0.75 0.69
H 4.87 -1.78 3.14
H -4.48 -0.11 -6.62
O 0.73 -1.81 -1.12
H -1.52 0.73 2.05
H -5.56 2.47 -2.15
N -3.25 -0.12 2.69
H 2.18 4.14 3.21
H -2.53 1.36 0.25
O 1.72 -3.98 -4.07
H -4.71 -1.70 -3.43
H 6.30 -1.08 -0.81
C 4.08 3.32 1.80
C -3.61 0.54 -6.56
O -1.44 -1.53 -0.79
P 0.55 -4.46 -3.29
O -2.26 -4.45 -1.11
H 0.81 2.11 1.34
N -4.16 0.78 -4.16
C -3.85 -1.20 3.45
H -4.91 -0.96 3.59
H -4.12 -3.37 3.49
H -6.48 2.11 -3.64
H -2.29 1.30 -5.01
C 3.04 -2.07 1.11
H 3.35 5.95 1.75
C -5.60 2.61 -3.23
C 3.13 5.31 0.87
H 2.60 -1.86 0.14
H 6.23 -2.19 2.11
O 0.83 -4.50 -1.67
C 6.24 -0.44 0.08
C -3.09 0.55 -5.13
H -2.95 -1.79 -3.33
H 5.51 3.80 0.22
H -4.24 1.67 -0.01
C 4.97 -3.86 2.51
O -0.84 -4.16 0.64
Cr -0.61 -3.30 -1.17
H 2.63 -0.18 2.13
H -3.38 -1.22 4.44
H 6.48 0.58 -0.21
H 1.98 5.43 -0.94
C 5.16 -2.37 2.25
C -3.80 0.17 -2.86
S -1.82 -5.23 0.13
H -2.67 -2.89 2.69
H 1.89 1.74 2.73
H -3.45 2.65 -3.50
H -1.45 0.59 4.57
Cs 0.90 -1.11 -4.57
H -5.78 3.68 -3.41
H 3.77 2.40 2.31
C 4.86 -0.56 0.70
C -1.07 -0.22 3.93
C -3.86 0.07 1.40
C 2.33 -1.23 2.17
H 1.26 -1.28 1.99
H -4.95 -0.01 1.52
H 2.33 6.98 -0.18
C -4.34 2.21 -4.00
H 0.29 2.47 2.93
H 0.00 -0.13 3.76
H 1.06 5.97 0.47
C 5.09 2.93 0.74
O -0.56 -3.36 -3.10
C -3.84 -1.34 -2.89
H 4.64 2.31 -0.04
H -4.17 -2.67 1.84
H -3.90 -1.71 -1.86
H 5.69 -4.24 3.25
C 2.05 5.94 0.02
C 1.19 2.45 2.31
H 3.97 -4.07 2.88
H 4.12 -0.17 0.00
O 0.12 0.13 0.24
C -1.79 -0.18 2.59
H 5.15 -4.43 1.60
H 5.93 2.40 1.20
O -1.14 -6.44 -0.29
H 2.55 -1.58 3.19
H -1.28 -1.13 4.49
H -1.47 -0.99 1.93
*
```

The calculation puts the HOMO-LUMO gap (alpha / beta) at 2.41 / 2.63 eV. The max |F| comes out at 0.1139 Eh/bohr. Its HOMO energy (alpha / beta) is 2.053 / 1.822 eV. As for the molar mass: 876.77 u. As for the expectation value of S²: 3.775.